{"formula": "C7H6P2", "method": "ωB97M-V/def2-TZVPD", "symbols": ["C", "C", "C", "C", "C", "C", "C", "P", "P", "H", "H", "H", "H", "H", "H"], "coordinates": [[1.576135, -0.274951, -0.700506], [1.205847, -0.868491, -1.880791], [0.599988, 0.293661, 0.126884], [-0.185441, -0.818191, -2.211852], [-0.778168, 0.132061, -0.013591], [-1.081416, -0.429212, -1.269761], [-1.758436, 0.690171, 0.820257], [-1.719198, 1.117563, 2.523952], [0.105691, 0.397850, 3.222843], [2.591192, -0.210934, -0.659599], [1.962079, -1.258806, -2.506102], [0.969151, 1.040948, 0.905614], [-0.595013, -1.093413, -3.292553], [-2.545104, 0.987561, 0.254577], [-0.347305, 0.294183, 4.680630]], "forces_ev_per_a": [[-2.9, -0.2, -0.9], [-2.4, 0.5, 0.3], [1.9, 1.3, 1.9], [-0.6, -1.1, -2.6], [1.3, -0.7, -1.9], [0.6, 0.1, 0.1], [2.1, 0.4, 2.9], [-0.7, -0.3, -0.7], [-0.2, -0.6, 1.6], [2.6, 0.7, 1.3], [0.4, -0.4, -0.9], [-0.6, -1.3, -0.9], [1.1, 0.4, 2.4], [-2.9, 0.8, -1.0], [0.4, 0.5, -1.7]], "charge": 0, "de_lowest_kcal_mol": 98.18, "gap_ev": [6.76, 7.27], "lumo_energy_ev": [-1.962, -0.792], "total_energy_ev": -25928.2950, "e_homo_ev": [-8.7, -8.1]}

{"formula": "C7H6S", "method": "ωB97M-V/def2-TZVPD", "symbols": ["C", "C", "C", "C", "C", "C", "C", "H", "H", "H", "H", "H", "H", "S"], "coordinates": [[0.657421, -0.525692, 1.482466], [0.102280, -0.017142, 0.081742], [1.310521, 0.177580, -0.890575], [-0.864136, -0.941454, -0.471519], [-1.769029, -1.629690, -0.945256], [-0.612735, 1.273730, 0.034222], [-1.156498, 2.301684, -0.260393], [1.677259, -0.159992, 1.965635], [0.848844, -1.658108, 1.378145], [-0.191524, -0.313814, 2.238551], [1.052596, 0.638348, -1.883249], [-2.336223, -2.460824, -1.417450], [-1.562290, 3.288128, -0.738920], [2.843517, 0.027249, -0.573399]], "forces_ev_per_a": [[-0.2, -0.8, 1.6], [1.9, 0.4, 0.8], [-1.4, 1.1, -1.3], [-2.7, -2.5, -1.4], [2.0, 0.1, 0.4], [0.4, 0.4, 0.2], [-0.8, 2.6, -1.5], [-2.3, 0.0, -1.7], [-0.6, 1.7, 0.2], [1.4, -0.7, -1.1], [-0.3, -0.7, 0.9], [0.5, 1.4, 0.7], [0.9, -2.6, 1.6], [1.1, -0.4, 0.4]], "charge": 0, "smiles": "C#CC(C)(C#C)C=S", "de_lowest_kcal_mol": 118.28, "gap_ev": 8.59, "lumo_energy_ev": -0.331, "total_energy_ev": -18185.6608, "e_homo_ev": -8.9}

{"formula": "C7H7AsBr2O6PtS", "method": "ωB97M-V/def2-TZVPD", "symbols": ["Pt", "O", "As", "O", "O", "C", "C", "C", "C", "C", "C", "S", "O", "O", "O", "H", "H", "H", "H", "H", "Br", "C", "Br", "H", "H"], "coordinates": [[-0.195553, -2.459093, -0.193649], [-2.787276, -1.515928, 0.127146], [-1.971842, -0.550268, 1.312595], [-2.872977, -0.112045, 2.539760], [-0.623280, -1.559029, 1.583313], [-1.100407, 1.017519, 0.415202], [-0.907036, 2.158386, 1.133862], [-0.142661, 3.199183, 0.572199], [0.362901, 3.060241, -0.724335], [0.159756, 1.917829, -1.453426], [-0.604199, 0.836426, -0.915251], [-0.058697, -1.566477, -2.765374], [-0.892959, -0.235630, -1.561076], [1.158084, -1.671435, -1.920092], [-0.921083, -2.634757, -2.229704], [-3.718939, -1.686150, 0.325595], [-1.299267, 2.241428, 2.145982], [0.064373, 4.084632, 1.160109], [0.915497, 3.883183, -1.163455], [0.527498, 1.822359, -2.466253], [2.257067, -0.384631, 0.731406], [3.178903, -2.051607, 0.800461], [1.911036, -3.550354, 0.997436], [3.830323, -2.053337, 1.677435], [3.730737, -2.190446, -0.129886]], "forces_ev_per_a": [[0.1, -0.5, 3.9], [0.4, 0.1, -0.8], [-0.4, 0.4, 0.3], [-0.3, 0.6, 0.7], [1.0, -1.4, -1.2], [-1.2, -1.1, 1.7], [-0.4, -0.8, 0.3], [-0.3, -0.2, 0.3], [0.5, -0.2, -1.5], [0.8, 1.3, -0.7], [-0.3, -1.5, -1.3], [2.5, -1.9, -0.2], [-0.3, 2.9, 2.5], [-0.4, 0.9, -2.5], [-0.7, 0.3, -1.0], [-0.1, 0.0, 0.1], [0.0, 0.0, -0.1], [0.0, 0.1, 0.0], [0.0, -0.1, 0.0], [0.1, 0.1, -0.1], [0.2, 0.4, 0.2], [0.2, 0.0, -0.2], [-1.0, 0.8, -0.4], [-0.3, -0.1, -0.1], [-0.2, -0.1, 0.2]], "charge": 2, "gap_ev": [3.71, 4.96], "lumo_energy_ev": [-12.626, -12.075], "total_energy_ev": -234637.1181, "e_homo_ev": [-16.3, -17.0]}

{"formula": "C7H7BCl2F2O3", "method": "ωB97M-V/def2-TZVPD", "symbols": ["B", "C", "C", "C", "C", "C", "C", "C", "O", "O", "O", "F", "F", "Cl", "Cl", "H", "H", "H", "H", "H", "H", "H"], "coordinates": [[-1.403709, -2.270931, 0.009382], [-0.805674, -0.569245, 1.930836], [-0.298357, 0.746427, 2.315356], [-0.837895, -1.088734, 0.730993], [0.367066, 1.538537, 1.460056], [-0.425937, 0.316314, -0.523533], [0.758328, 1.015833, 0.069443], [1.834996, 1.829925, -1.939949], [-0.784142, -3.493349, 0.192525], [-2.243141, -1.966483, -1.033903], [1.252778, 2.071797, -0.621383], [-1.497295, 1.103623, -0.653485], [-0.212937, -0.287560, -1.707139], [0.782183, 3.082032, 1.916533], [2.006162, -0.301338, 0.316911], [-1.195552, -1.125932, 2.809927], [-0.514324, 1.031906, 3.383127], [2.121188, 0.787047, -1.989654], [2.870204, 2.404080, -1.857288], [1.316326, 2.076529, -2.842450], [-0.830059, -4.209811, -0.348642], [-2.260207, -2.690668, -1.617663]], "forces_ev_per_a": [[0.7, -1.3, -1.5], [-0.2, -0.4, 2.2], [-0.3, 0.2, 0.5], [0.5, 4.5, -2.0], [-0.9, -2.0, 0.3], [-1.6, -4.2, 2.2], [0.2, 0.7, 0.8], [3.6, 0.4, 1.9], [0.1, 3.4, 2.8], [0.0, 0.7, 1.4], [-0.1, 0.4, -1.7], [0.2, 0.2, 0.0], [0.4, 0.5, -0.1], [0.7, 1.5, 0.2], [0.4, 0.1, -0.1], [0.3, 0.0, -0.7], [0.4, 0.1, -1.5], [0.0, -0.2, -0.1], [-2.3, -1.0, -0.6], [-1.0, 0.6, 0.1], [-0.6, -2.9, -2.5], [-0.5, -1.3, -1.4]], "charge": 0, "de_lowest_kcal_mol": 0.00, "gap_ev": 8.87, "lumo_energy_ev": 0.059, "total_energy_ev": -44670.8939, "e_homo_ev": -8.8}

{"formula": "C7H7BO2", "method": "ωB97M-V/def2-TZVPD", "symbols": ["O", "O", "B", "C", "C", "C", "C", "C", "C", "C", "H", "H", "H", "H", "H", "H", "H"], "coordinates": [[1.119067, 2.323743, 1.758181], [-0.110124, 0.385094, 2.478728], [0.569609, 1.103432, 1.462857], [0.407959, 0.102496, -2.241236], [-0.366035, -0.980195, -2.032137], [0.937644, 0.871608, -1.205444], [-0.711898, -1.369501, -0.713097], [0.486525, 0.581556, 0.028608], [-0.430884, -0.421625, 0.274283], [-0.787389, -0.665595, 1.698644], [0.628172, 2.379379, 2.630078], [0.603088, 0.315478, -3.272742], [-0.585450, -1.661244, -2.928995], [1.785060, 1.566570, -1.341167], [-1.199237, -2.325840, -0.526404], [-1.853029, -0.549035, 1.890247], [-0.493078, -1.656321, 2.039597]], "forces_ev_per_a": [[-1.5, -0.6, 2.2], [0.3, -0.3, -2.4], [0.9, 1.4, 0.5], [1.0, 1.6, -0.9], [-1.2, -3.2, 0.2], [1.1, 0.2, -1.4], [-0.3, 1.0, -1.1], [-1.2, -0.3, 2.7], [-0.2, -3.2, -1.2], [-0.1, 0.9, 1.0], [1.3, 1.0, -0.7], [0.5, 0.3, -0.3], [0.1, 1.1, 1.5], [-0.9, -0.2, -0.2], [-0.1, 0.3, 0.1], [-0.1, 0.0, -0.1], [0.2, 0.0, 0.1]], "charge": 0, "smiles": "OB1OCc2ccccc21", "de_lowest_kcal_mol": 2.70, "gap_ev": 10.05, "lumo_energy_ev": 0.674, "total_energy_ev": -12145.6700, "e_homo_ev": -9.4}

{"formula": "C7H7BrCl3NOSiSn", "method": "ωB97M-V/def2-TZVPD", "symbols": ["Sn", "Br", "C", "C", "C", "C", "N", "C", "H", "H", "H", "H", "Cl", "Si", "Cl", "Cl", "C", "C", "O", "H", "H", "H"], "coordinates": [[0.212107, -1.242935, -1.839598], [1.351809, 2.283986, 3.012726], [0.663793, 0.666409, 2.347740], [0.170003, -0.302994, 3.200100], [-0.348492, -1.463261, 2.647213], [-0.330882, -1.619175, 1.275292], [0.174240, -0.683299, 0.462408], [0.651602, 0.450265, 0.984270], [0.190644, -0.151460, 4.271246], [-0.757675, -2.243754, 3.274225], [-0.740042, -2.501053, 0.798001], [1.031106, 1.193710, 0.298590], [3.556061, 0.572785, -0.505463], [2.401589, 0.365411, -2.245351], [2.896413, 2.014700, -3.390917], [3.391472, -1.202048, -3.275654], [-2.460751, 1.059085, -2.059106], [-1.810264, -0.249810, -1.708532], [-2.438870, -1.124926, -1.139210], [-3.543502, 0.994251, -1.942306], [-2.197984, 1.355852, -3.076512], [-2.062377, 1.828252, -1.389164]], "forces_ev_per_a": [[0.0, 0.3, 0.1], [0.0, 0.0, 0.0], [0.0, 0.1, 0.1], [0.0, -0.1, 0.1], [0.0, 0.0, 0.1], [0.0, 0.1, -0.1], [0.0, 0.0, 0.0], [-0.1, -0.1, -0.1], [0.0, 0.0, 0.0], [0.0, 0.0, 0.0], [0.1, 0.0, 0.0], [0.0, 0.0, 0.0], [0.0, 0.1, -0.1], [0.3, -0.7, -0.1], [-0.2, 0.1, 0.1], [-0.1, 0.3, 0.1], [0.1, 0.0, -0.1], [0.0, -0.1, 0.0], [-0.2, 0.1, 0.1], [0.0, 0.0, 0.0], [0.0, 0.0, 0.0], [0.0, 0.0, 0.0]], "charge": 0, "gap_ev": 7.65, "lumo_energy_ev": -0.469, "total_energy_ev": -132232.1491, "e_homo_ev": -8.1}